Entry 1:
{
  "formula": "C52H47CdCl2INO4P2S",
  "method": "the ωB97M-V functional and the def2-TZVPD basis",
  "e_homo_ev": -3.6,
  "gap_ev": 5.6,
  "e_above_lowest_kj_mol": 1.12,
  "e_tot_ha": -4832.259591,
  "multiplicity": 1,
  "charge": -1,
  "symbols": ["I", "Cd", "Cl", "Cl", "S", "P", "P", "O", "O", "O", "O", "N", "C", "C", "C", "C", "C", "C", "C", "C", "C", "C", "C", "C", "C", "C", "C", "C", "C", "C", "C", "C", "C", "C", "C", "C", "C", "C", "C", "C", "C", "C", "C", "C", "C", "C", "C", "C", "C", "C", "C", "C", "C", "C", "C", "C", "C", "C", "C", "C", "C", "C", "C", "C", "H", "H", "H", "H", "H", "H", "H", "H", "H", "H", "H", "H", "H", "H", "H", "H", "H", "H", "H", "H", "H", "H", "H", "H", "H", "H", "H", "H", "H", "H", "H", "H", "H", "H", "H", "H", "H", "H", "H", "H", "H", "H", "H", "H", "H", "H", "H"],
  "xyz": [[2.713, -1.947, -0.128], [-0.140, 0.368, -0.467], [-0.971, 2.973, -0.433], [-4.439, -0.596, 1.780], [-0.967, -3.239, -0.446], [2.204, 1.729, -1.435], [0.949, -0.482, 2.146], [-1.920, 0.837, -2.494], [0.184, -2.932, 2.354], [-0.040, -1.566, -4.365], [0.332, -0.556, -2.432], [-1.977, 0.131, 0.356], [5.040, -4.343, 2.612], [-2.202, 2.350, -6.271], [3.480, 2.866, -0.764], [2.038, 3.970, 2.619], [2.178, -1.258, 3.301], [4.707, 2.362, -0.344], [3.133, -2.263, 2.992], [5.409, 4.546, 0.355], [-2.766, -2.022, 4.325], [-4.149, -0.798, -2.760], [-0.370, -0.851, -3.428], [-2.295, 0.164, -7.222], [-0.772, -2.230, 3.041], [-2.672, -2.890, 0.039], [-2.043, 1.796, -5.013], [2.730, -1.405, 5.661], [-1.882, -2.819, 3.616], [-2.916, -1.221, -3.252], [-2.313, 2.567, 0.601], [-3.000, 3.603, 1.184], [-3.829, 1.013, 1.566], [0.384, 2.251, 2.382], [-2.020, 0.417, -4.843], [-5.017, -3.027, -2.907], [4.770, -3.897, 3.874], [-1.408, -0.080, 3.897], [1.454, 2.808, -2.727], [2.015, -0.844, 4.607], [1.365, 1.267, 2.495], [-0.522, -0.860, 3.171], [3.476, -2.741, 1.703], [-4.515, 2.037, 2.157], [-3.793, -3.455, -3.395], [-2.747, -2.564, -3.566], [3.838, -2.861, 4.089], [-2.150, -0.394, -5.965], [-2.527, -0.667, 4.465], [-1.087, -4.953, -1.049], [3.612, -2.416, 5.406], [-2.324, 1.539, -7.386], [5.666, 3.194, 0.201], [4.394, -3.752, 1.528], [-1.830, -0.189, -3.471], [-4.095, 3.354, 1.996], [4.173, 5.050, -0.014], [3.228, 0.703, -2.570], [-5.193, -1.690, -2.593], [3.213, 4.217, -0.557], [0.716, 3.591, 2.457], [3.025, 3.001, 2.703], [-2.625, 1.164, 0.788], [2.696, 1.660, 2.634], [5.753, -5.136, 2.439], [0.784, 2.183, -3.315], [-5.822, -3.735, -2.769], [-2.677, -1.819, 0.261], [-6.148, -1.346, -2.225], [-1.949, 2.436, -4.150], [-2.379, -0.483, -8.084], [5.272, -4.322, 4.731], [-1.427, -5.615, -0.258], [3.756, 1.335, -3.284], [-0.085, -5.226, -1.361], [-3.331, -3.101, -0.795], [1.292, -0.069, 4.825], [-0.647, 1.963, 2.235], [4.915, 1.307, -0.448], [-2.955, -3.462, 0.919], [-2.436, 1.973, -8.371], [-0.063, 4.336, 2.379], [-2.299, 0.454, -1.679], [4.060, 3.294, 2.811], [2.567, -1.052, 6.670], [-1.792, -2.909, -3.934], [3.935, 0.084, -2.025], [3.479, 0.911, 2.690], [-3.655, -4.495, -3.654], [-1.247, 0.980, 4.021], [-2.218, 3.426, -6.382], [6.622, 2.787, 0.503], [-4.612, 4.166, 2.487], [-0.186, -3.273, 1.507], [0.874, 3.612, -2.283], [2.537, 0.041, -3.090], [2.248, 4.624, -0.821], [-5.393, 1.812, 2.746], [-1.761, -4.980, -1.899], [-3.656, -2.459, 4.753], [-2.690, 4.623, 0.996], [6.162, 5.201, 0.772], [2.229, 3.227, -3.368], [-2.129, -1.465, -5.855], [2.302, 5.017, 2.661], [-2.050, -3.881, 3.501], [-4.298, 0.246, -2.523], [4.628, -4.086, 0.529], [4.154, -2.895, 6.210], [-3.231, -0.052, 5.006], [3.958, 6.101, 0.119]]
}

***

Entry 2:
{
  "formula": "C4H8O2",
  "method": "the ωB97M-V functional and the def2-TZVPD basis",
  "e_homo_ev": -9.7,
  "gap_ev": 10.7,
  "e_above_lowest_kj_mol": 164.18,
  "e_tot_ha": -307.649900,
  "multiplicity": 1,
  "charge": 0,
  "symbols": ["O", "O", "C", "C", "C", "C", "H", "H", "H", "H", "H", "H", "H", "H"],
  "xyz": [[-3.145, 0.261, 0.269], [0.225, -0.946, 0.236], [-1.162, -1.092, 0.134], [-1.940, 0.202, 0.321], [0.873, -0.040, -0.646], [1.785, 0.819, 0.213], [2.457, 0.166, 0.779], [0.146, 0.571, -1.202], [-1.324, 1.100, 0.550], [2.386, 1.522, -0.372], [1.183, 1.379, 0.937], [-1.488, -1.593, -0.792], [-1.447, -1.746, 0.965], [1.451, -0.605, -1.390]]
}

***

Entry 3:
{
  "formula": "C2H5OP",
  "method": "the ωB97M-V functional and the def2-TZVPD basis",
  "e_homo_ev": [-6.8, -10.1],
  "gap_ev": [7.6, 7.4],
  "e_above_lowest_kj_mol": 144.47,
  "s_squared": 2.007,
  "e_tot_ha": -495.602985,
  "multiplicity": 3,
  "charge": 0,
  "symbols": ["P", "O", "C", "C", "H", "H", "H", "H", "H"],
  "xyz": [[-2.073, 0.546, -0.160], [1.298, 0.776, -0.693], [0.665, -0.477, 0.097], [-0.783, -0.406, 0.351], [1.323, -0.667, 0.938], [0.566, 1.422, -0.747], [-1.026, -1.250, 1.021], [0.927, -1.366, -0.659], [-3.177, -0.355, 0.235]]
}

***

Entry 4:
{
  "formula": "C40H76N3O8",
  "method": "the ωB97M-V functional and the def2-TZVPD basis",
  "e_homo_ev": -10.7,
  "gap_ev": 6.4,
  "e_tot_ha": -2335.268280,
  "multiplicity": 1,
  "charge": 1,
  "symbols": ["O", "O", "O", "O", "O", "O", "O", "O", "N", "N", "N", "C", "C", "C", "C", "C", "C", "C", "C", "C", "C", "C", "C", "C", "C", "C", "C", "C", "C", "C", "C", "C", "C", "C", "C", "C", "C", "C", "C", "C", "C", "C", "C", "C", "C", "C", "C", "C", "C", "C", "C", "H", "H", "H", "H", "H", "H", "H", "H", "H", "H", "H", "H", "H", "H", "H", "H", "H", "H", "H", "H", "H", "H", "H", "H", "H", "H", "H", "H", "H", "H", "H", "H", "H", "H", "H", "H", "H", "H", "H", "H", "H", "H", "H", "H", "H", "H", "H", "H", "H", "H", "H", "H", "H", "H", "H", "H", "H", "H", "H", "H", "H", "H", "H", "H", "H", "H", "H", "H", "H", "H", "H", "H", "H", "H", "H", "H"],
  "xyz": [[0.810, 9.666, 3.231], [-2.243, 4.962, -0.599], [1.776, 4.868, 2.484], [-6.242, -2.562, -3.987], [4.203, 0.494, -0.646], [0.632, -1.546, 3.269], [2.781, -7.881, -0.289], [-1.303, -2.490, 4.170], [0.409, -0.155, 3.259], [-1.509, -5.309, -3.553], [-2.414, -2.982, -1.131], [-0.952, 6.587, 0.545], [-0.682, -2.151, 3.145], [-5.808, -3.718, -6.011], [-5.950, -2.349, -5.377], [-2.348, -1.468, 1.002], [-2.090, 7.286, -0.164], [4.083, -9.850, -0.080], [-1.597, -3.798, -3.468], [3.681, -8.729, -1.018], [-1.431, 5.149, 0.570], [2.921, 5.395, 1.800], [3.723, 4.052, 3.559], [-4.249, 0.531, -0.255], [0.217, -4.737, 1.487], [1.937, 0.701, -1.824], [-6.558, -3.948, -3.792], [-1.318, -2.412, 1.709], [-3.006, 1.565, -0.097], [2.587, 8.527, 4.305], [2.198, -1.984, -1.586], [1.853, -1.929, -0.022], [3.930, 1.420, 0.426], [-2.849, -3.349, -2.522], [-2.515, 6.245, -1.180], [-3.906, -0.767, -1.129], [2.714, 10.005, 4.599], [2.218, 4.192, 3.670], [2.395, -8.551, 0.920], [-1.467, -3.904, -0.506], [1.145, 8.417, 3.851], [2.332, -3.206, 0.821], [2.854, -9.989, 0.790], [1.845, 10.616, 3.518], [1.515, -4.554, 0.514], [-6.746, -4.554, -5.169], [1.438, -0.742, -2.323], [3.547, 0.897, -1.878], [-0.867, -3.670, 0.919], [-2.888, -1.784, -0.441], [4.094, 5.277, 2.753], [5.054, 5.192, 2.240], [-3.275, 2.637, -0.423], [-7.777, -4.407, -5.504], [-2.044, 1.188, -0.616], [-5.076, 1.114, -0.812], [-6.051, -3.723, -7.074], [2.415, 10.780, 2.596], [-0.606, 4.433, 0.563], [1.779, -2.927, -2.084], [-0.259, -5.766, 1.359], [4.218, 3.999, 4.530], [-6.527, -5.623, -5.197], [3.741, 10.372, 4.578], [3.049, -10.462, 1.754], [2.094, -10.579, 0.267], [-6.787, -1.794, -5.814], [-1.806, 8.236, -0.621], [-1.104, -4.864, -1.031], [-4.668, 0.247, 0.786], [1.510, 1.007, -0.806], [0.744, -1.672, 0.075], [0.742, 0.147, 2.317], [1.516, 1.473, -2.580], [2.895, -8.049, 1.755], [-0.619, -3.354, -3.033], [4.132, 6.153, 3.408], [4.936, -9.538, 0.531], [-3.361, -2.498, -3.084], [1.564, -0.777, -3.464], [-1.738, -3.427, -4.540], [-2.056, 4.954, 1.448], [0.293, -0.769, -2.132], [-4.781, -4.080, -5.892], [-5.044, -1.746, -5.474], [2.815, 7.888, 5.160], [2.848, 1.420, 0.795], [0.471, -4.538, 2.590], [-7.451, -4.038, -3.169], [3.974, 3.147, 2.996], [2.727, 6.427, 1.499], [-3.615, -4.217, -2.501], [-2.670, -0.546, 1.600], [3.307, -1.849, -1.836], [4.536, -8.145, -1.364], [4.300, 2.482, 0.171], [1.185, -4.638, -0.593], [-2.733, 1.639, 1.027], [3.456, -3.368, 0.590], [3.999, 0.403, -2.816], [2.184, -5.470, 0.712], [-1.928, 6.327, -2.101], [4.357, -10.767, -0.604], [-2.021, -5.742, -2.760], [2.292, 10.224, 5.586], [-5.716, -4.412, -3.266], [1.711, 3.227, 3.754], [1.399, 11.565, 3.824], [2.276, -3.020, 1.952], [-0.038, 6.666, -0.052], [3.080, 4.792, 0.898], [-3.575, 6.316, -1.436], [3.259, 8.254, 3.484], [-3.378, -0.383, -2.088], [2.426, -1.018, 0.409], [3.726, 2.041, -1.970], [4.574, 1.084, 1.328], [3.145, -9.115, -1.891], [1.938, 4.809, 4.531], [-0.627, -0.035, 3.304], [-2.906, 7.476, 0.541], [0.470, 8.273, 4.701], [-0.744, 6.984, 1.540], [-4.837, -1.324, -1.499], [0.990, 7.601, 3.141], [1.314, -8.465, 1.059], [-0.522, -5.615, -3.542]]
}

***

Entry 5:
{
  "formula": "C2H8NO2P",
  "method": "the ωB97M-V functional and the def2-TZVPD basis",
  "e_homo_ev": [-9.9, -8.9],
  "gap_ev": [9.5, 8.8],
  "e_above_lowest_kj_mol": 446.89,
  "e_tot_ha": -627.485784,
  "multiplicity": 1,
  "charge": 0,
  "symbols": ["P", "O", "O", "N", "C", "C", "H", "H", "H", "H", "H", "H", "H", "H"],
  "xyz": [[-1.952, 0.212, 0.127], [-2.186, -0.331, -1.150], [-2.099, -0.832, 1.418], [0.958, -0.600, -0.686], [2.375, -0.466, -0.344], [-0.504, 1.162, 0.316], [2.514, -0.527, 0.791], [0.169, 1.347, 1.180], [-2.825, 1.147, 0.683], [2.887, -1.396, -0.624], [0.827, -0.343, -1.630], [-0.443, 1.913, -0.438], [2.732, 0.412, -0.827], [-2.453, -1.698, 1.184]]
}